{"formula": "C2H6ClN", "method": "the ωB97M-V functional and the def2-TZVPD basis", "symbols": ["N", "H", "C", "H", "Cl", "H", "C", "H", "H", "H"], "xyz": [[-0.251584, 2.386050, -1.566743], [0.086410, -0.356969, 0.955230], [-0.457414, -0.614484, -0.001796], [-0.031628, 1.573284, -2.208236], [2.044027, 2.056050, -0.375742], [-1.324847, 0.091030, -0.035923], [0.479858, 2.872749, -0.546494], [0.204751, -0.476427, -0.791772], [-1.251494, 2.722723, -1.618720], [-0.724935, -1.655777, 0.055914]], "forces_ev_per_a": [[-3.52, -0.12, -2.28], [-0.45, -0.30, -1.03], [-0.77, 0.94, 2.79], [-0.03, 1.59, 1.63], [-1.10, 1.13, 0.46], [0.63, -0.87, -0.25], [2.87, -1.74, 0.14], [1.04, 0.40, -1.45], [1.80, -0.76, 0.00], [-0.46, -0.27, -0.02]], "mulliken_spin": [0.21, 0.00, 0.01, 0.03, 0.16, 0.00, 1.60, 0.00, 0.00, 0.00], "largest_force_ha_per_bohr": 0.082, "s_squared": 2.01, "multiplicity": 3, "e_lumo_ha": [0.035, -0.057], "total_energy_ha": -594.576138, "de_lowest_ev": 0.299, "homo_ha": [-0.2385, -0.3920]}